Entry 1:
Here is a single C5H15N3 molecule from the Open Molecules 2025 dataset. Energies are from ωB97M-V/def2-TZVPD.

The geometry in ORCA input format:
```
! RIJCOSX wB97M-V def2-TZVPD def2/J DEFGRID3
* xyz 0 1
N -2.63 -0.32 -0.67
C -1.50 -1.00 -1.28
C -0.26 -1.26 -0.36
C 1.02 -0.95 -0.99
C 1.41 0.56 -0.72
N 1.74 0.81 0.68
C 0.81 1.75 1.45
N -0.33 1.25 2.20
H -2.45 0.56 -0.30
H -3.14 -0.85 0.01
H -1.68 -2.05 -1.81
H -1.15 -0.26 -2.07
H -0.29 -2.30 -0.18
H -0.33 -0.84 0.68
H 1.93 -1.56 -0.58
H 1.02 -1.18 -2.12
H 2.45 0.76 -1.40
H 0.45 1.06 -1.04
H 1.69 -0.06 1.17
H 1.36 2.25 2.22
H 0.57 2.58 0.69
H -0.81 0.61 1.56
H 0.09 0.43 2.86
*
```

Properties
- SMILES string = NCCCCNCN
- HOMO-LUMO gap (eV) = 9.917
- ΔE to the lowest compared entry with this formula, charge and spin (kcal per mole) = 66.8

Atomic partial charges in e from the Löwdin method, atoms 1 to 5: N -0.005; C -0.266; C -0.273; C -0.259; C -0.254

Entry 2:
Here is a gas-phase ion, C5H15N3 (charge +1) from the Open Molecules 2025 dataset. Energies are from ωB97M-V/def2-TZVPD.

The geometry in ORCA input format:
```
! RIJCOSX wB97M-V def2-TZVPD def2/J DEFGRID3
* xyz 1 2
C -0.96 -1.13 -1.87
N 0.26 -0.75 -1.15
C 0.14 0.27 -0.12
C 0.89 -0.23 1.13
C 0.18 -1.38 1.85
N -0.95 -0.93 2.71
C 0.75 1.64 -0.56
N -0.04 2.34 -1.51
H -1.72 -1.31 -1.12
H -0.76 -2.12 -2.31
H -1.29 -0.42 -2.63
H 0.97 -0.48 -1.84
H -0.91 0.41 0.14
H 1.92 -0.49 0.89
H 0.93 0.60 1.84
H -0.30 -2.08 1.15
H 0.85 -1.90 2.53
H -0.92 0.08 2.88
H -1.84 -1.17 2.31
H 1.79 1.44 -0.87
H 0.83 2.15 0.40
H 0.16 2.13 -2.47
H 0.00 3.33 -1.39
*
```

Properties
- HOMO-LUMO gap (spin up / spin down) (eV) = 9.791 / 4.731
- ΔE to the lowest compared entry with this formula, charge and spin (kcal per mole) = 18.5

Atomic partial charges in e from the Löwdin method, atoms 1 to 5: C -0.006; N 0.117; C -0.293; C -0.138; C -0.241